Formula: C72H110B5F20N11
Source: OMol25
Level of theory: ωB97M-V/def2-TZVPD

```
218
Properties=species:S:1:pos:R:3:lowdin_charge:R:1
C 5.126 -1.054 2.706 -0.060
C 6.560 -0.614 3.053 -0.221
C 7.103 0.294 2.001 -0.171
N 8.429 0.913 2.289 -0.295
C 9.449 -0.180 2.443 0.038
C 8.871 1.782 1.116 -0.089
C 9.411 3.054 1.744 -0.133
C 9.608 2.802 3.278 -0.078
C 8.464 1.755 3.516 -0.090
H 4.567 -0.151 2.589 0.052
H 4.685 -1.675 3.486 0.095
H 5.090 -1.598 1.751 0.071
H 7.198 -1.507 3.133 0.123
H 6.639 -0.200 4.058 0.123
H 6.448 1.158 1.899 0.116
H 7.212 -0.178 1.026 0.144
H 9.182 -0.698 3.355 0.109
H 10.455 0.239 2.516 0.125
H 9.468 -0.759 1.522 0.123
H 9.694 1.214 0.676 0.134
H 8.024 1.958 0.443 0.122
H 10.275 3.448 1.202 0.133
H 8.622 3.799 1.578 0.115
H 10.577 2.325 3.429 0.117
H 9.510 3.706 3.883 0.130
H 8.562 1.094 4.376 0.140
H 7.519 2.283 3.498 0.134
C 4.148 -3.958 -0.391 -0.079
C 3.735 -3.338 -1.706 -0.225
C 4.771 -3.546 -2.822 -0.115
N 4.309 -3.015 -4.166 -0.282
C 3.168 -3.896 -4.620 0.055
C 5.514 -3.109 -5.080 -0.024
C 5.363 -1.782 -6.002 -0.073
C 4.078 -1.135 -5.506 -0.173
C 3.929 -1.616 -4.123 -0.177
H 5.107 -3.592 -0.028 0.071
H 4.333 -5.018 -0.516 0.085
H 3.366 -3.835 0.367 0.082
H 3.700 -2.259 -1.547 0.104
H 2.739 -3.674 -2.000 0.087
H 4.980 -4.603 -3.064 0.149
H 5.781 -3.167 -2.635 0.134
H 2.326 -3.799 -3.938 0.098
H 3.536 -4.917 -4.666 0.123
H 2.900 -3.640 -5.653 0.111
H 5.373 -4.002 -5.697 0.139
H 6.411 -3.250 -4.472 0.129
H 5.404 -1.960 -7.083 0.131
H 6.167 -1.078 -5.747 0.118
H 3.186 -1.494 -6.014 0.114
H 4.171 -0.043 -5.563 0.118
H 2.930 -1.466 -3.696 0.126
H 4.621 -1.130 -3.424 0.142
C -4.955 -1.895 1.539 -0.044
C -5.327 -1.241 0.173 -0.192
C -4.737 0.175 0.064 -0.123
N -4.541 0.700 -1.325 -0.284
C -5.849 0.665 -2.008 0.027
C -3.499 -0.038 -2.109 -0.083
C -3.046 0.977 -3.089 -0.140
C -3.557 2.365 -2.675 -0.110
C -4.105 2.142 -1.277 -0.069
H -5.525 -2.819 1.614 0.096
H -5.274 -1.262 2.366 0.065
H -3.876 -2.084 1.617 0.068
H -6.423 -1.212 0.024 0.120
H -5.055 -1.855 -0.693 0.083
H -3.719 0.147 0.470 0.109
H -5.367 0.926 0.544 0.137
H -6.253 -0.354 -2.087 0.105
H -5.726 1.134 -2.977 0.113
H -6.576 1.167 -1.362 0.128
H -3.918 -0.937 -2.578 0.134
H -2.731 -0.337 -1.408 0.123
H -3.474 0.735 -4.064 0.117
H -1.964 0.959 -3.170 0.102
H -4.334 2.699 -3.360 0.122
H -2.723 3.061 -2.625 0.102
H -5.014 2.708 -1.067 0.147
H -3.318 2.214 -0.532 0.126
C 0.269 -3.175 3.790 0.059
N -0.729 -2.057 3.649 -0.034
C -1.528 -1.819 4.731 0.046
C -2.451 -0.782 4.630 0.045
C -2.562 -0.026 3.489 -0.162
C -1.826 -0.373 2.379 0.017
C -0.888 -1.405 2.427 0.073
C -3.428 1.191 3.481 -0.116
C -4.722 1.138 4.034 0.048
C -5.507 2.273 3.977 -0.010
N -5.083 3.397 3.398 -0.065
C -3.913 3.366 2.698 0.004
C -3.040 2.292 2.762 0.031
C -5.935 4.642 3.346 0.058
H 0.892 -3.145 2.897 0.101
H -0.311 -4.097 3.751 0.103
H 0.886 -3.065 4.679 0.115
H -1.232 -2.268 5.666 0.165
H -3.092 -0.581 5.475 0.133
H -1.870 0.189 1.459 0.112
H -0.309 -1.795 1.609 0.120
H -5.043 0.243 4.558 0.139
H -6.557 2.196 4.207 0.153
H -3.579 4.291 2.248 0.131
H -2.158 2.312 2.149 0.109
H -6.215 4.790 2.299 0.118
H -5.441 5.450 3.882 0.108
H -6.862 4.566 3.912 0.107
C -2.291 0.903 -7.333 0.034
N -1.254 1.116 -6.339 -0.078
C -0.948 2.384 -5.949 0.043
C 0.035 2.648 -4.987 0.074
C 0.684 1.563 -4.378 -0.098
C 0.338 0.250 -4.791 0.058
C -0.611 0.076 -5.756 0.023
C 1.651 1.793 -3.238 -0.136
C 1.222 1.707 -1.945 0.068
C 2.174 1.911 -0.956 0.058
N 3.478 2.115 -1.282 -0.060
C 3.880 2.238 -2.557 0.019
C 2.939 2.121 -3.539 0.036
C 4.457 2.314 -0.193 0.039
H -1.784 0.918 -8.300 0.131
H -3.018 1.712 -7.357 0.110
H -2.757 -0.073 -7.190 0.109
H -1.581 3.063 -6.495 0.149
H 0.293 3.658 -4.718 0.142
H 0.791 -0.673 -4.458 0.109
H -0.842 -0.920 -6.107 0.138
H 0.162 1.581 -1.799 0.132
H 2.052 1.766 0.114 0.150
H 4.910 2.383 -2.829 0.154
H 3.251 2.198 -4.568 0.142
H 5.418 2.670 -0.562 0.102
H 4.598 1.344 0.268 0.095
H 4.086 3.108 0.448 0.104
C -8.387 -2.593 -5.446 0.030
N -7.078 -2.962 -4.869 -0.079
C -5.922 -2.897 -5.603 0.047
C -4.686 -3.268 -5.069 0.044
C -4.610 -3.816 -3.824 -0.155
C -5.793 -3.904 -3.082 0.044
C -7.030 -3.490 -3.574 0.051
C -3.356 -4.350 -3.279 -0.136
C -2.600 -5.221 -4.072 0.066
C -1.418 -5.699 -3.588 -0.012
N -0.983 -5.402 -2.390 -0.022
C -1.749 -4.608 -1.556 0.056
C -2.936 -4.039 -2.001 0.047
C 0.224 -6.005 -1.789 0.064
H -8.783 -1.705 -4.949 0.111
H -9.038 -3.464 -5.362 0.120
H -8.313 -2.330 -6.516 0.117
H -6.077 -2.694 -6.666 0.157
H -3.798 -3.190 -5.666 0.122
H -5.739 -4.537 -2.198 0.150
H -7.986 -3.687 -3.099 0.155
H -2.955 -5.482 -5.059 0.151
H -0.821 -6.342 -4.209 0.150
H -1.333 -4.435 -0.568 0.119
H -3.525 -3.387 -1.357 0.112
H -0.119 -6.644 -0.970 0.122
H 0.803 -5.220 -1.297 0.085
H 0.741 -6.586 -2.553 0.114
C -4.671 4.983 9.973 0.038
N -3.705 4.868 8.864 -0.071
C -2.561 5.637 8.954 0.082
C -1.609 5.565 7.934 0.065
C -1.782 4.697 6.888 -0.119
C -2.929 3.886 6.877 0.042
C -3.865 3.931 7.894 0.033
C -0.779 4.532 5.781 -0.142
C -1.198 4.715 4.478 0.031
C -0.302 4.731 3.438 0.047
N 0.992 4.393 3.723 -0.027
C 1.397 4.115 4.965 0.020
C 0.525 4.276 6.034 0.069
C 2.010 4.384 2.590 0.059
H -4.730 6.041 10.251 0.117
H -4.370 4.456 10.877 0.126
H -5.672 4.701 9.630 0.115
H -2.504 6.283 9.819 0.161
H -0.710 6.137 8.034 0.142
H -3.001 3.158 6.085 0.116
H -4.801 3.409 7.911 0.145
H -2.254 4.943 4.364 0.124
H -0.600 4.854 2.405 0.125
H 2.424 3.835 5.111 0.145
H 0.927 4.100 7.018 0.152
H 1.964 5.318 2.035 0.108
H 1.685 3.606 1.898 0.082
H 2.991 4.205 3.035 0.103
B -0.135 -3.696 -6.028 -1.222
F 0.898 -3.081 -6.859 0.049
F -0.107 -3.056 -4.780 0.094
F -1.409 -3.480 -6.591 0.093
F 0.005 -5.080 -5.817 0.111
B 1.089 0.683 4.394 -1.228
F 0.329 0.131 5.442 0.116
F 0.233 1.550 3.633 0.076
F 2.152 1.475 4.856 0.105
F 1.630 -0.332 3.584 0.109
B -2.534 -5.149 1.921 -1.162
F -3.044 -6.362 2.435 0.116
F -1.240 -5.338 1.382 0.085
F -3.395 -4.675 0.894 0.075
F -2.492 -4.122 2.946 0.053
B 0.423 -1.796 -0.892 -1.230
F 1.179 -0.861 -0.086 0.065
F 0.919 -3.095 -0.734 0.122
F -0.978 -1.687 -0.728 0.105
F 0.705 -1.346 -2.198 0.093
B -0.963 4.072 -0.166 -1.154
F 0.148 4.798 0.307 0.102
F -2.119 4.568 0.600 0.032
F -1.063 4.076 -1.612 0.072
F -0.841 2.758 0.282 0.100
```

The LUMO energy comes out at -12.12 eV. As for the net charge: +6. The spin multiplicity is 1. The HOMO energy is -19.96 eV. As for the gap between HOMO and LUMO: 7.8 eV.